[1]
{
  "formula": "C36H32CoN6O3S3",
  "method": "ωB97M-V/def2-TZVPD",
  "total_energy_ha": -4522.5837,
  "multiplicity": 2,
  "s2": 0.755,
  "homo_lumo_gap_ev": [5.13, 5.13],
  "de_lowest_kcal_mol": 0.0,
  "total_charge": 0,
  "homo_energy_ha": [-0.21337, -0.21331],
  "symbols": ["Co", "S", "S", "S", "O", "O", "O", "N", "N", "N", "N", "N", "N", "C", "C", "C", "C", "C", "C", "C", "C", "C", "C", "C", "C", "C", "C", "C", "C", "C", "C", "C", "C", "C", "C", "C", "C", "C", "C", "C", "C", "C", "C", "C", "C", "C", "C", "C", "C", "H", "H", "H", "H", "H", "H", "H", "H", "H", "H", "H", "H", "H", "H", "H", "H", "H", "H", "H", "H", "H", "H", "H", "H", "H", "H", "H", "H", "H", "H", "H", "H"],
  "xyz": [[-0.352, -0.269, -0.232], [3.560, 4.931, 1.619], [-0.833, 3.567, -0.586], [0.987, 3.468, 3.927], [-1.999, 0.494, -0.806], [1.021, 1.860, 1.080], [-4.075, 0.381, -1.584], [-1.055, -0.935, 1.530], [1.271, -0.963, 0.411], [0.834, 0.466, -1.626], [-0.771, -2.257, -1.264], [-1.214, 0.299, 2.362], [0.865, 0.298, 3.278], [-2.543, 0.379, 4.789], [-1.892, -3.112, 3.183], [1.338, 3.236, 1.129], [0.482, 1.274, -2.621], [-0.436, 0.347, 3.550], [2.848, 3.418, 1.217], [-2.910, 0.018, -1.590], [1.246, -1.727, 1.498], [1.451, 4.579, -1.110], [3.601, -2.022, 1.291], [-1.110, 0.464, 4.746], [1.417, 1.866, -3.456], [3.128, 0.760, -2.207], [0.590, 4.970, -2.174], [-0.107, -1.918, 2.026], [3.805, 2.478, 0.992], [-2.696, 0.160, 2.354], [2.141, 0.209, -1.413], [-0.095, 5.078, 2.281], [0.687, 3.960, 2.304], [-0.501, -2.939, 2.789], [2.757, 1.605, -3.242], [0.816, 3.819, -0.173], [3.601, -1.200, 0.160], [-2.483, -1.070, -2.584], [-2.835, -2.335, 2.659], [-2.527, -1.230, 1.700], [-3.326, 0.211, 3.711], [-0.471, 5.525, 3.576], [5.129, 2.984, 1.127], [2.431, -2.296, 1.965], [0.045, 4.740, 4.560], [2.394, -0.679, -0.253], [-0.676, 4.493, -2.013], [-2.092, -2.377, -1.907], [5.143, 4.304, 1.458], [-0.388, 5.578, 1.370], [-2.140, -3.892, 3.889], [-2.107, -3.191, -2.637], [4.534, -2.439, 1.645], [-3.325, -1.245, -3.251], [-0.545, 0.671, 5.645], [1.047, 1.410, 1.988], [-1.104, 6.381, 3.759], [3.559, 1.450, 0.775], [-3.029, -1.369, 0.742], [6.023, 2.390, 1.003], [-0.048, -2.295, -1.976], [-1.639, -0.717, -3.188], [2.494, 4.857, -1.040], [1.087, 2.531, -4.240], [1.391, 0.274, 4.147], [-3.119, 0.876, 1.647], [4.169, 0.553, -2.005], [5.998, 4.936, 1.637], [-3.018, 0.453, 5.763], [-0.602, -3.039, -0.639], [4.518, -0.982, -0.368], [-4.404, 0.160, 3.782], [-0.096, 4.828, 5.625], [-3.878, -2.459, 2.919], [3.513, 2.063, -3.867], [-1.526, 4.634, -2.662], [0.901, 5.580, -3.011], [0.225, -3.685, 3.086], [-0.580, 1.456, -2.719], [-2.823, -2.628, -1.137], [2.430, -2.903, 2.859]]
}


[2]
{
  "formula": "C25H72Br2F3N6O9S",
  "method": "ωB97M-V/def2-TZVPD",
  "total_energy_ha": -7846.2829,
  "homo_lumo_gap_ev": 7.35,
  "total_charge": 3,
  "homo_energy_ha": -0.52937,
  "symbols": ["Br", "Br", "S", "F", "F", "F", "O", "O", "O", "O", "O", "O", "O", "O", "O", "N", "N", "N", "N", "N", "N", "C", "C", "C", "C", "C", "C", "C", "C", "C", "C", "C", "C", "C", "C", "C", "C", "C", "C", "C", "C", "C", "C", "C", "C", "C", "H", "H", "H", "H", "H", "H", "H", "H", "H", "H", "H", "H", "H", "H", "H", "H", "H", "H", "H", "H", "H", "H", "H", "H", "H", "H", "H", "H", "H", "H", "H", "H", "H", "H", "H", "H", "H", "H", "H", "H", "H", "H", "H", "H", "H", "H", "H", "H", "H", "H", "H", "H", "H", "H", "H", "H", "H", "H", "H", "H", "H", "H", "H", "H", "H", "H", "H", "H", "H", "H", "H", "H"],
  "xyz": [[3.926, 2.229, -0.190], [-0.163, -0.136, -0.802], [-0.735, 2.633, 3.490], [-2.634, 4.444, 3.966], [-3.057, 2.415, 4.840], [-3.297, 2.788, 2.737], [-2.785, 3.607, -2.071], [5.363, -0.901, -4.610], [-0.141, 3.114, 4.766], [2.050, -6.304, 1.838], [-0.605, 1.179, 3.353], [-0.441, 3.353, 2.266], [-0.676, 6.341, 0.891], [-4.299, -2.568, 3.119], [0.129, -1.333, 3.826], [2.908, -0.188, -2.760], [1.986, 0.373, 2.516], [-2.067, -1.096, 2.022], [-1.980, 0.987, -3.663], [0.933, -6.060, -0.571], [1.304, 4.636, 0.319], [-0.581, -2.120, 4.830], [-0.761, 5.732, -0.428], [-3.975, -0.919, 0.545], [1.539, -1.634, 3.811], [2.673, -6.628, 3.074], [2.919, -1.307, -3.803], [1.927, -4.897, 1.479], [1.289, -3.635, -0.695], [-4.874, -3.148, 4.322], [-1.942, 6.360, 1.577], [0.524, 4.099, -1.950], [-3.482, -0.590, 1.942], [3.974, -1.030, -4.946], [-4.380, -1.119, 3.100], [0.594, 5.261, -0.918], [3.771, -1.232, 2.477], [1.824, -4.930, -0.027], [-2.039, 2.443, -4.207], [6.169, -0.984, -5.756], [1.545, -1.346, -4.443], [-3.086, 2.588, -1.159], [-3.121, 3.299, -3.405], [-2.227, 2.404, -5.791], [2.194, -1.138, 2.538], [-2.558, 3.101, 3.807], [0.021, -5.921, -0.160], [2.171, -6.125, 3.901], [0.706, -1.398, -3.749], [-1.463, -0.985, 1.221], [-3.846, -0.738, 3.971], [-1.539, -1.666, 5.083], [-3.137, 0.423, 2.148], [-1.065, 2.882, -3.993], [1.458, -2.240, -5.060], [0.969, -3.784, -1.726], [0.988, -4.515, 1.878], [0.451, -3.191, -0.158], [-2.080, 3.362, -6.291], [-2.715, 6.838, 0.975], [0.056, 4.454, -2.868], [3.835, -1.806, -5.699], [-3.231, 2.054, -6.033], [0.700, 4.154, 0.969], [2.752, -5.311, -0.453], [-4.969, -0.497, 0.393], [1.544, 3.785, -2.175], [2.040, -2.848, -0.621], [2.004, -1.272, 4.728], [0.715, -6.100, -1.557], [-4.613, -2.620, 5.239], [-4.107, -1.989, 0.386], [-2.376, 5.366, 1.679], [-1.952, -2.026, 2.400], [2.108, 0.732, 1.580], [2.693, -7.716, 3.002], [-5.962, -3.215, 4.314], [1.039, 0.585, 2.795], [-0.777, -3.094, 4.381], [1.403, -0.464, -5.067], [-1.866, 7.019, 2.442], [1.679, -1.457, 1.632], [2.074, -0.188, -2.191], [-1.630, 0.408, -4.413], [5.786, -0.521, -6.666], [-2.892, 0.726, -3.318], [-1.576, -0.561, 2.724], [-3.296, 3.159, -0.255], [3.654, -0.198, -5.573], [3.999, -2.298, 2.456], [3.187, -2.255, -3.336], [-0.111, -2.307, 5.795], [2.606, 0.942, 3.076], [1.893, 3.919, -0.080], [4.134, -0.638, 3.316], [2.685, -4.193, 1.824], [-5.423, -0.829, 2.968], [6.333, -2.000, -6.115], [1.247, 6.106, -1.134], [-0.072, 3.260, -1.589], [4.157, -0.801, 1.554], [-1.275, 0.894, -2.945], [-1.581, 1.712, -6.332], [-1.126, 6.446, -1.167], [1.400, -6.913, -0.301], [-3.196, 4.261, -3.912], [7.130, -0.525, -5.525], [-4.406, -4.132, 4.320], [-4.067, 2.760, -3.374], [1.683, -2.715, 3.826], [-1.445, 4.884, -0.430], [1.754, 5.295, 0.938], [-2.180, 2.038, -0.903], [-3.270, -0.632, -0.235], [3.751, -0.294, -2.214], [-3.932, 1.936, -1.375], [3.709, -6.306, 2.975], [3.025, 0.736, -3.151]]
}


[3]
{
  "formula": "C28H37Cl3CuN5OS3Si3",
  "method": "ωB97M-V/def2-TZVPD",
  "total_energy_ha": -6522.5388,
  "multiplicity": 2,
  "s2": 0.756,
  "homo_lumo_gap_ev": [7.13, 6.81],
  "de_lowest_kcal_mol": 28.0,
  "total_charge": -1,
  "homo_energy_ha": [-0.17654, -0.20599],
  "symbols": ["Cu", "Cl", "Cl", "Cl", "S", "S", "S", "Si", "Si", "Si", "O", "N", "N", "N", "N", "N", "C", "C", "C", "C", "C", "C", "C", "C", "C", "C", "C", "C", "C", "C", "C", "C", "C", "C", "C", "C", "C", "C", "C", "C", "C", "C", "C", "C", "H", "H", "H", "H", "H", "H", "H", "H", "H", "H", "H", "H", "H", "H", "H", "H", "H", "H", "H", "H", "H", "H", "H", "H", "H", "H", "H", "H", "H", "H", "H", "H", "H", "H", "H", "H", "H"],
  "xyz": [[11.067, 10.894, 6.347], [11.509, 14.257, 7.863], [8.728, 13.708, 5.994], [9.006, 12.783, 9.104], [14.458, 10.261, 6.610], [16.622, 10.227, 8.632], [12.431, 12.174, 5.067], [10.122, 12.762, 7.299], [8.435, 8.969, 6.361], [10.523, 8.679, 8.589], [9.716, 13.612, 14.369], [15.579, 12.304, 7.376], [11.678, 12.444, 14.728], [14.499, 12.808, 6.599], [13.612, 11.489, 10.635], [11.216, 13.354, 12.691], [16.566, 15.443, 8.999], [18.008, 15.409, 8.892], [12.504, 12.995, 12.168], [15.616, 10.995, 7.561], [13.733, 13.538, 12.605], [15.810, 14.354, 8.598], [10.112, 9.266, 6.894], [8.056, 10.044, 4.835], [8.206, 7.175, 5.715], [10.765, 13.172, 13.950], [16.428, 13.263, 7.994], [13.801, 11.863, 6.098], [11.334, 10.059, 13.890], [13.648, 6.991, 14.125], [7.039, 9.213, 7.581], [13.137, 8.399, 14.189], [17.838, 13.164, 8.016], [12.422, 8.765, 8.940], [11.804, 8.720, 13.874], [12.131, 11.075, 14.362], [13.963, 9.447, 14.522], [14.890, 12.972, 12.075], [12.540, 11.997, 11.203], [10.121, 6.836, 8.752], [18.631, 14.232, 8.525], [14.763, 11.972, 11.110], [9.770, 9.581, 10.072], [13.466, 10.758, 14.754], [13.683, 14.333, 13.360], [12.992, 8.157, 8.160], [8.785, 9.498, 10.352], [10.678, 8.638, 6.151], [12.934, 9.702, 8.966], [18.592, 16.304, 9.117], [8.669, 10.936, 5.029], [7.012, 8.491, 8.405], [6.101, 9.150, 6.997], [10.365, 9.069, 10.863], [13.916, 6.594, 13.162], [11.025, 6.325, 8.271], [8.300, 6.581, 6.591], [10.580, 13.684, 12.054], [10.097, 10.599, 10.208], [11.043, 8.060, 13.608], [7.040, 10.387, 4.646], [19.705, 14.125, 8.572], [8.444, 9.626, 3.922], [11.297, 12.374, 15.645], [18.331, 12.316, 7.466], [9.138, 6.494, 8.387], [15.919, 13.326, 12.222], [10.179, 6.520, 9.760], [14.795, 14.440, 8.681], [11.595, 11.685, 10.817], [15.010, 9.229, 14.766], [10.272, 10.396, 13.846], [7.155, 10.125, 8.165], [12.728, 8.445, 9.935], [8.752, 6.761, 4.878], [12.805, 6.441, 14.497], [14.097, 11.566, 15.074], [14.314, 6.881, 14.938], [7.194, 7.100, 5.393], [15.636, 11.415, 10.747], [16.005, 16.309, 9.329]]
}


[4]
{
  "formula": "C4H13FN3",
  "method": "ωB97M-V/def2-TZVPD",
  "total_energy_ha": -424.1487,
  "homo_lumo_gap_ev": 11.82,
  "de_lowest_kcal_mol": 0.0,
  "total_charge": 1,
  "homo_energy_ha": -0.53342,
  "symbols": ["F", "N", "N", "N", "C", "C", "C", "C", "H", "H", "H", "H", "H", "H", "H", "H", "H", "H", "H", "H", "H"],
  "xyz": [[1.680, 1.514, 0.133], [1.502, 0.256, 2.713], [-0.532, 0.965, 1.876], [-0.438, -0.069, 3.933], [0.176, 0.382, 2.845], [2.362, 1.983, -0.993], [-1.877, 0.028, 4.156], [3.836, 1.698, -0.855], [-2.211, 1.079, 4.167], [0.136, -0.511, 4.655], [2.049, -0.191, 3.454], [1.969, 0.605, 1.873], [4.372, 2.069, -1.745], [4.014, 0.613, -0.764], [-0.063, 1.314, 1.036], [-2.107, -0.424, 5.135], [-1.546, 1.064, 1.973], [1.922, 1.485, -1.878], [4.247, 2.199, 0.037], [-2.441, -0.512, 3.378], [2.154, 3.067, -1.078]]
}